Here is 2 unconnected molecules or ions with the total composition C4H11N3O2 in a non-equilibrium geometry from the OMol25 dataset. Energies are from ωB97M-V/def2-TZVPD.

Cartesian coordinates (Å):
C1 0.4676 0.9878 -1.9459
C2 -0.9280 1.9396 -0.1153
N1 -0.2444 1.8270 0.9309
N2 -0.8117 1.1854 -1.2985
N3 -2.0496 2.7468 -0.0902
H1 0.4863 1.1854 1.1257
H2 -0.5152 -0.9171 0.5298
H3 -1.6326 0.7030 -1.6036
H4 -2.1682 3.4011 0.6547
H5 -2.6715 2.9467 -0.8468
H6 1.2772 0.8217 -1.2381
H7 0.7936 1.9461 -2.3806
H8 0.4388 0.2456 -2.7185
C3 2.1968 -2.4550 0.9174
C4 0.7584 -2.2671 0.6805
O1 0.4196 -0.9309 0.7081
O2 -0.0980 -3.1006 0.5276
H9 2.5559 -3.2692 0.2882
H10 2.3839 -2.6449 1.9741
H11 2.8253 -1.6105 0.6250

Properties
Structure (SMILES) = [H]/N=C(/N)NC.CC(=O)O
Relative energy (zero: lowest compared OMol25 entry of this formula, charge and spin) = 29.2 kcal/mol
Orbital gap = 9.348 eV
Highest occupied orbital energy = -0.3166 Ha